Record 1
A structure of composition C2H4N2S3. Source: the Open Molecules 2025 dataset; level of theory: the ωB97M-V functional and the def2-TZVPD basis.

Energy = -37620.98691 eV
LUMO energy (spin up / spin down) = -0.04079 / -0.04068 hartree
Energy relative to the best compared isomer or geometry (same formula, charge and spin) = 3.437 eV
Maximum force = 3.54 eV Å⁻¹

Last column: Löwdin charge in e.
Cartesian coordinates (Å):
C: 1.500 0.153 -0.137  -1.2601
C: 0.578 -1.047 -0.077  -0.3246
N: -0.632 -0.556 0.367  -0.1936
N: -1.200 0.367 -0.396  -0.5355
S: 3.088 -0.199 0.214  0.5740
S: 0.746 1.650 -0.331  0.7327
S: -2.491 1.223 0.247  0.7392
H: 0.440 -1.417 -1.029  0.0918
H: 1.170 -1.911 0.519  0.1578
H: -0.770 -0.489 1.327  0.1087
H: -2.429 2.225 -0.703  -0.0903



Record 2
A cluster of 2 separate species, C2H4N2S3 in total. Source: the Open Molecules 2025 dataset; level of theory: the ωB97M-V functional and the def2-TZVPD basis.

Energy = -37620.70392 eV
LUMO energy = -0.05523 hartree
Energy relative to the best compared isomer or geometry (same formula, charge and spin) = 3.720 eV
Maximum force = 3.96 eV Å⁻¹

Last column: Löwdin charge in e.
Cartesian coordinates (Å):
C: 0.458 -0.268 0.410  -0.4390
C: 0.239 -0.972 1.649  -0.5315
N: 0.481 0.944 0.309  -0.4610
N: -0.535 0.384 -2.753  -0.5201
S: -0.021 0.311 2.972  0.4729
S: 0.290 1.950 1.605  0.5352
S: -0.211 -1.073 -2.123  0.6301
H: -0.730 -1.607 1.314  0.1285
H: 0.931 -1.680 2.026  0.0443
H: 0.290 1.002 -3.162  0.0991
H: -1.192 1.008 -2.246  0.0416



Record 3
An isolated molecule of C2H4N2S3. Source: the Open Molecules 2025 dataset; level of theory: the ωB97M-V functional and the def2-TZVPD basis.

Energy = -37622.43816 eV
LUMO energy = -0.00237 hartree
Energy relative to the best compared isomer or geometry (same formula, charge and spin) = 1.986 eV
Maximum force = 2.35 eV Å⁻¹

Last column: Löwdin charge in e.
Cartesian coordinates (Å):
C: 0.525 0.272 -0.243  -0.7238
C: 1.934 0.541 0.008  -0.1111
N: 0.122 -0.889 -0.607  -0.2276
N: -0.321 -1.823 -1.051  0.2018
S: -0.752 1.566 -0.256  0.4815
S: -3.255 -0.262 1.250  0.2040
S: -2.397 0.482 -0.586  0.0287
H: 2.158 0.459 1.082  0.0768
H: 2.132 1.540 -0.445  0.0827
H: 2.408 -0.346 -0.578  0.1175
H: -2.553 -1.539 1.425  -0.1304



Record 4
An isolated molecule of C2H4N2Se. Source: the Open Molecules 2025 dataset; level of theory: the ωB97M-V functional and the def2-TZVPD basis.

Energy = -70460.12509 eV
LUMO energy (spin up / spin down) = -0.01518 / -0.07977 hartree
Energy relative to the best compared isomer or geometry (same formula, charge and spin) = 3.370 eV
Maximum force = 4.08 eV Å⁻¹

Last column: Löwdin charge in e.
Cartesian coordinates (Å):
C: -1.369 0.917 0.039  -0.0355
C: 1.956 -0.439 0.015  -0.6589
N: -0.150 0.652 -0.034  -0.1232
N: 0.905 0.522 -0.539  -0.0200
Se: 3.772 0.110 0.012  0.6777
H: -1.910 0.884 0.965  0.0551
H: -1.774 1.266 -0.877  0.0537
H: 1.702 -0.665 1.060  0.0473
H: 1.792 -1.223 -0.600  0.0039



Record 5
The ion C2H4N3O with charge +1. Source: the Open Molecules 2025 dataset; level of theory: the ωB97M-V functional and the def2-TZVPD basis.

Energy = -8645.66693 eV
LUMO energy = -0.20459 hartree
Energy relative to the best compared isomer or geometry (same formula, charge and spin) = 3.248 eV
Net charge = +1
SMILES = [H]/N=N\[N+](C)=C=O
Maximum force = 2.82 eV Å⁻¹

Last column: Löwdin charge in e.
Cartesian coordinates (Å):
C: -2.652 -0.432 -0.188  -0.1647
C: -0.199 -0.565 -0.232  -0.0180
N: -0.678 2.193 0.691  0.2307
N: -1.505 0.072 -0.185  -0.0575
N: -1.483 1.738 0.032  0.1635
O: -3.731 -0.748 -0.183  0.3480
H: 0.177 -0.566 0.812  0.1031
H: -0.305 -1.589 -0.715  0.1374
H: 0.472 0.045 -0.831  0.0921
H: 0.206 2.106 1.172  0.1653



Record 6
The ion C2H4N3O with charge +1. Source: the Open Molecules 2025 dataset; level of theory: the ωB97M-V functional and the def2-TZVPD basis.

Energy = -8643.78100 eV
LUMO energy = -0.22253 hartree
Energy relative to the best compared isomer or geometry (same formula, charge and spin) = 5.134 eV
Net charge = +1
SMILES = [H]/N=[N+](\[O-])C[N+]#C
Maximum force = 6.18 eV Å⁻¹

Last column: Löwdin charge in e.
Cartesian coordinates (Å):
C: 0.965 -1.861 0.070  0.3936
C: 0.483 0.445 0.679  -0.0618
N: 0.993 -0.761 0.432  0.1546
N: -1.046 0.079 -1.128  0.1820
N: -0.706 0.886 -0.242  -0.3709
O: -1.141 1.981 0.004  0.0755
H: 1.086 -2.832 -0.404  0.1625
H: -0.050 0.652 1.748  0.2374
H: 1.237 1.119 0.577  0.1201
H: -1.822 0.291 -1.735  0.1071



Record 7
A cluster of 2 separate species, C2H4N3P in total. Source: the Open Molecules 2025 dataset; level of theory: the ωB97M-V functional and the def2-TZVPD basis.

Energy = -15892.48686 eV
LUMO energy (spin up / spin down) = 0.02374 / -0.06530 hartree
Spin multiplicity = 3
Energy relative to the best compared isomer or geometry (same formula, charge and spin) = 0.000 eV
Maximum force = 1.36 eV Å⁻¹

Last column: Mulliken spin population.
Cartesian coordinates (Å):
C: -0.519 -1.162 -0.139  -0.0861
C: 0.033 0.096 -0.072  1.0146
N: -1.829 -1.125 -0.096  0.0751
N: -2.279 0.132 0.012  0.0077
N: 3.044 0.481 0.020  1.0416
P: -1.131 1.348 0.062  -0.0295
H: -0.009 -2.099 -0.214  0.0145
H: -3.288 0.216 0.043  0.0020
H: 2.981 1.291 -0.593  -0.0204
H: 2.996 0.822 0.977  -0.0195



Record 8
An isolated molecule of C2H4N4. Source: the Open Molecules 2025 dataset; level of theory: the ωB97M-V functional and the def2-TZVPD basis.

Energy = -8096.37264 eV
LUMO energy = 0.02509 hartree
Energy relative to the best compared isomer or geometry (same formula, charge and spin) = 2.941 eV
SMILES = Nc1cnn[nH]1
Maximum force = 2.39 eV Å⁻¹

Last column: Löwdin charge in e.
Cartesian coordinates (Å):
N: 1.462 0.514 -0.682  0.0810
C: 0.361 -0.144 -0.174  -0.2583
C: -0.646 -0.920 -0.672  -0.1287
N: -1.796 -0.602 0.035  -0.0467
N: -1.554 0.049 1.095  -0.1034
N: -0.269 0.403 1.165  0.0134
H: 1.740 1.221 -0.025  0.0824
H: 1.509 0.841 -1.648  0.1078
H: -0.729 -1.818 -1.295  0.1025
H: -0.079 0.456 2.201  0.1500